1.
{"formula": "C24H72O24", "method": "ωB97M-V with the def2-TZVPD basis set", "elements": ["C", "C", "O", "O", "H", "H", "H", "H", "H", "H", "C", "C", "O", "O", "H", "H", "H", "H", "H", "H", "C", "C", "O", "O", "H", "H", "H", "H", "H", "H", "C", "C", "O", "O", "H", "H", "H", "H", "H", "H", "C", "C", "O", "O", "H", "H", "H", "H", "H", "H", "C", "C", "O", "O", "H", "H", "H", "H", "H", "H", "C", "C", "O", "O", "H", "H", "H", "H", "H", "H", "C", "C", "O", "O", "H", "H", "H", "H", "H", "H", "C", "C", "O", "O", "H", "H", "H", "H", "H", "H", "C", "C", "O", "O", "H", "H", "H", "H", "H", "H", "C", "C", "O", "O", "H", "H", "H", "H", "H", "H", "C", "C", "O", "O", "H", "H", "H", "H", "H", "H"], "coordinates": [[-3.1728, -2.3153, 4.4535], [-2.9793, -2.2602, 2.9444], [-2.2530, -1.0669, 2.6237], [-4.0787, -3.3740, 4.8159], [-3.5859, -1.3730, 4.8093], [-2.2140, -2.4512, 4.9608], [-3.9603, -2.1636, 2.4898], [-2.4560, -3.1380, 2.5654], [-1.2978, -1.2209, 2.6275], [-3.5357, -4.1699, 4.8544], [0.2235, -0.7726, -0.0504], [1.3577, -0.1117, -0.8341], [1.6592, 1.1778, -0.2806], [0.7856, -1.5500, 1.0253], [-0.2781, -1.4794, -0.7166], [-0.5022, -0.0590, 0.3306], [1.0446, 0.0610, -1.8718], [2.2575, -0.7270, -0.9088], [1.7524, 1.1152, 0.6808], [0.8477, -0.9289, 1.7739], [0.9927, 2.9541, 3.6846], [0.3849, 1.7623, 3.0322], [1.2477, 0.6768, 2.8261], [1.6004, 2.5930, 4.9479], [0.2021, 3.6903, 3.8660], [1.7508, 3.4674, 3.0846], [-0.0620, 2.1398, 2.1090], [-0.4843, 1.4021, 3.5956], [1.7960, 0.5281, 3.6032], [1.9902, 3.4036, 5.2931], [4.6190, 2.6074, -1.1146], [4.1978, 2.0636, -2.4501], [5.3068, 1.9542, -3.3145], [4.5111, 4.0340, -1.0448], [5.6788, 2.3942, -0.9401], [4.0413, 2.1804, -0.2994], [3.4239, 2.7541, -2.8240], [3.6712, 1.1135, -2.3137], [5.1027, 1.3392, -4.0217], [5.3326, 4.5000, -1.1824], [0.7639, 4.4465, 0.4608], [1.1533, 5.3979, -0.6422], [1.8415, 4.6203, -1.6366], [0.0736, 5.1315, 1.5290], [1.5973, 3.8073, 0.7712], [0.0548, 3.7305, 0.0155], [1.9071, 6.1142, -0.3026], [0.3336, 5.9100, -1.1325], [2.6571, 4.2955, -1.2015], [-0.8099, 4.7510, 1.3667], [0.7216, -5.0547, 1.5644], [-0.4381, -5.9939, 1.3361], [-0.0492, -7.1439, 0.5602], [1.7003, -5.5986, 2.4360], [0.3008, -4.1785, 2.0635], [1.1462, -4.7234, 0.6150], [-1.2280, -5.4632, 0.8026], [-0.8072, -6.4201, 2.2759], [0.3021, -7.8255, 1.1334], [2.1660, -6.2757, 1.9291], [-3.1495, -0.7950, -1.6179], [-4.4796, -1.3806, -1.2553], [-4.3433, -2.2307, -0.1071], [-2.7929, 0.3286, -0.8261], [-2.9939, -0.4695, -2.6451], [-2.4025, -1.5818, -1.4283], [-4.9236, -1.9399, -2.0862], [-5.2020, -0.5838, -1.0317], [-5.0208, -2.9055, -0.2034], [-3.1877, 0.3267, 0.0581], [-3.6309, 3.3915, 1.2808], [-2.9829, 2.2135, 1.9840], [-3.8036, 1.0833, 1.8805], [-2.6126, 4.2888, 0.8395], [-4.3998, 3.8716, 1.8896], [-4.0957, 2.9466, 0.3866], [-2.7255, 2.5039, 3.0143], [-2.0202, 2.0464, 1.4760], [-3.2644, 0.3366, 2.2481], [-2.9921, 5.0780, 0.4459], [-2.0048, 3.0763, -2.1830], [-0.8325, 2.1232, -2.3282], [0.2327, 2.7937, -2.9888], [-2.5782, 3.3427, -3.4604], [-1.6361, 4.0411, -1.8205], [-2.7323, 2.6593, -1.4888], [-1.1125, 1.2708, -2.9489], [-0.5329, 1.7347, -1.3499], [0.8288, 3.2155, -2.3334], [-1.8096, 3.3944, -4.0486], [3.3085, -1.5605, -3.7629], [4.2550, -1.7811, -4.9356], [4.8870, -3.0415, -4.8147], [2.3111, -2.5654, -3.7051], [2.8020, -0.5800, -3.8583], [3.8592, -1.4899, -2.8172], [4.9979, -0.9784, -4.9309], [3.6738, -1.6919, -5.8613], [4.3048, -3.7020, -5.1995], [1.4485, -2.1606, -3.9475], [0.2776, -3.1091, 4.7955], [-0.1346, -3.3224, 6.2283], [1.0316, -3.1253, 7.0069], [0.4272, -1.7159, 4.5077], [-0.4701, -3.4701, 4.0781], [1.1780, -3.6811, 4.5391], [-0.5284, -4.3371, 6.3807], [-0.9372, -2.6217, 6.4826], [0.9176, -3.4304, 7.9081], [1.2789, -1.4033, 4.8271], [-0.2813, -0.1923, -5.0463], [-0.1237, -0.2137, -6.5499], [-1.0641, -1.1080, -7.1311], [-0.1182, -1.4992, -4.4628], [-1.2721, 0.2338, -4.8689], [0.5068, 0.4456, -4.6482], [0.9011, -0.4709, -6.8469], [-0.3167, 0.8040, -6.9126], [-1.2150, -0.8209, -8.0342], [-1.0089, -1.8690, -4.5454]], "lowdin_charge": [-0.22, -0.20, -0.08, -0.06, 0.13, 0.08, 0.11, 0.12, 0.08, 0.08, -0.20, -0.20, -0.09, -0.08, 0.11, 0.10, 0.10, 0.12, 0.06, 0.04, -0.22, -0.24, -0.06, -0.07, 0.12, 0.12, 0.10, 0.13, 0.10, 0.09, -0.20, -0.24, -0.04, -0.08, 0.13, 0.10, 0.12, 0.10, 0.07, 0.10, -0.24, -0.19, -0.11, -0.07, 0.11, 0.10, 0.13, 0.12, 0.05, 0.04, -0.25, -0.23, -0.07, -0.06, 0.09, 0.13, 0.12, 0.12, 0.07, 0.09, -0.22, -0.23, -0.06, -0.09, 0.12, 0.11, 0.12, 0.13, 0.09, 0.06, -0.20, -0.26, -0.07, -0.08, 0.13, 0.12, 0.13, 0.10, 0.06, 0.11, -0.24, -0.25, -0.08, -0.07, 0.11, 0.09, 0.09, 0.09, 0.05, 0.08, -0.27, -0.25, -0.05, -0.08, 0.11, 0.11, 0.11, 0.12, 0.09, 0.04, -0.23, -0.25, -0.05, -0.06, 0.10, 0.13, 0.13, 0.11, 0.09, 0.09, -0.22, -0.24, -0.06, -0.07, 0.12, 0.11, 0.12, 0.13, 0.08, 0.11], "smiles": "OCCO.OCCO.OCCO.OCCO.OCCO.OCCO.OCCO.OCCO.OCCO.OCCO.OCCO.OCCO", "e_lumo_ev": 0.36, "total_charge": 0}

---

2.
{"formula": "C7H12", "method": "ωB97M-V with the def2-TZVPD basis set", "elements": ["C", "C", "C", "C", "C", "C", "C", "H", "H", "H", "H", "H", "H", "H", "H", "H", "H", "H", "H"], "coordinates": [[-2.5683, -0.2352, 0.0575], [-1.1852, 0.4079, 0.0114], [-0.1102, -0.3565, 0.7925], [1.1936, 0.1596, 0.1860], [2.5083, -0.4934, 0.6294], [0.8174, 0.4176, -1.2098], [-0.5274, 0.5409, -1.3552], [-2.5297, -1.2593, -0.3297], [-2.9569, -0.2691, 1.0836], [-3.2845, 0.3273, -0.5512], [-1.2653, 1.4202, 0.4599], [-0.2060, -0.3231, 1.8855], [-0.1988, -1.4264, 0.4911], [1.0884, 1.4485, -0.3332], [2.5392, -1.5797, 0.4152], [2.6830, -0.4014, 1.7113], [3.3595, -0.0476, 0.1100], [1.6268, 0.5230, -1.9251], [-0.9840, 1.1466, -2.1291]], "nbo_charge": [-0.59, -0.25, -0.42, -0.13, -0.63, -0.31, -0.30, 0.21, 0.20, 0.21, 0.19, 0.22, 0.20, 0.30, 0.21, 0.22, 0.22, 0.24, 0.21], "e_lumo_ev": 1.13, "total_charge": 0}

---

3.
{"formula": "C5H12N2O", "method": "ωB97M-V with the def2-TZVPD basis set", "elements": ["C", "C", "C", "C", "C", "N", "N", "O", "H", "H", "H", "H", "H", "H", "H", "H", "H", "H", "H", "H"], "coordinates": [[1.7503, -0.8925, -0.8778], [0.7189, -0.3980, 0.1422], [-1.4266, -0.9421, 1.3727], [-1.4987, 0.3264, -0.8279], [-0.7530, -0.6895, 0.0093], [1.0483, 2.0170, -0.2277], [0.9920, 0.9171, 0.7383], [1.5507, -1.4148, 0.4159], [1.3181, -1.5592, -1.6099], [2.6472, -0.3742, -1.0241], [-1.0978, -1.8210, 1.7930], [-2.4994, -1.0221, 1.1470], [-1.1887, -0.0629, 1.8876], [-1.6293, 1.2501, -0.3940], [-2.5036, 0.0026, -1.1708], [-0.8856, 0.5367, -1.6671], [-0.7641, -1.6864, -0.4234], [1.9480, 2.3150, -0.4146], [0.3845, 2.7202, -0.0085], [1.8889, 0.7777, 1.1397]], "nbo_charge": [-0.15, 0.39, -0.60, -0.61, -0.24, -0.69, -0.49, -0.49, 0.18, 0.18, 0.21, 0.20, 0.21, 0.20, 0.21, 0.22, 0.20, 0.35, 0.36, 0.35], "smiles": "CC(C)[C@]1(NN)CO1", "e_lumo_ev": 1.02, "total_charge": 0}

---

Values of HOMO, in order: -0.347 -0.273 -0.326, all in Eh.